Entry 1:
ORCA calculation (the ωB97M-V functional and the def2-TZVPD basis) on a cluster of 3 separate species, C3H12NO3S in total.

Calculated values
Total charge: -1
Orbital gap (eV): 6.82
ΔE to the lowest compared entry with this formula, charge and spin (kJ/mol): 37.7

Each line ends with the Löwdin charge.
Atoms and positions in Å:
C: -0.15763 0.16623 0.09499  -0.311
C: -1.58993 0.21273 0.63866  -0.573
S: -2.00006 1.72508 1.54585  0.672
N: 0.20526 -1.13942 -0.46428  -0.109
C: 1.60421 -1.11565 -0.98729  -0.507
O: 1.78974 -0.32319 -2.04877  -0.304
H: 0.06123 0.99521 -0.58275  0.104
H: 0.51638 0.27952 0.94887  0.109
H: -1.63950 -0.56916 1.39496  0.053
H: -2.25691 -0.00802 -0.19754  0.070
H: -2.45246 1.07452 2.62460  -0.167
H: -0.43587 -1.36109 -1.22002  0.112
H: 2.23559 -0.80914 -0.11542  0.100
H: 1.80630 -2.19981 -1.19018  0.090
H: 2.12081 1.29029 -1.58543  -0.018
H: 3.29585 2.06396 -1.87592  -0.006
O: 2.50586 2.20076 -1.35656  -0.153
H: -0.20179 -3.93153 1.07006  0.017
H: -0.24103 -2.40397 0.54241  -0.001
O: -0.80701 -3.15999 0.96363  -0.179

Cartesian forces (eV/Å) of the 2 atoms listed first:
0.5 0.2 0.7
0.9 -0.9 -0.3

---

Entry 2:
ORCA calculation (the ωB97M-V functional and the def2-TZVPD basis) on a cluster of 4 separate species, C3H12NO3S in total.

Calculated values
Total charge: -2
Multiplicity: 2
Orbital gap (spin up / spin down) (eV): 4.56 / 6.30
ΔE to the lowest compared entry with this formula, charge and spin (kJ/mol): 0.0

Each line ends with the Löwdin charge.
Atoms and positions in Å:
C: 0.64067 0.98588 -1.02434  -0.298
O: -0.63714 1.50624 -1.33012  -0.152
C: 0.70205 0.23010 0.29143  -0.479
C: 2.14551 0.08501 0.82490  -0.708
S: 3.52068 -0.50885 -0.24613  0.082
N: -0.12780 0.87902 1.33422  0.018
H: 1.34617 1.82423 -0.95963  0.102
H: 1.00281 0.30666 -1.79950  0.065
H: 0.32798 -0.79257 0.22941  0.114
H: 2.44471 1.03545 1.28622  0.030
H: 2.13791 -0.61807 1.66871  0.022
H: 2.31297 -1.73370 -1.34467  -0.143
H: -0.20398 1.85913 1.11396  0.048
H: -1.05865 0.50104 1.22119  0.013
H: -2.65698 -1.58972 -0.21176  -0.045
H: -2.06708 -2.83551 0.53940  -0.014
O: -2.62160 -2.60696 -0.20836  -0.178
H: -1.36137 0.95346 -0.90358  0.015
H: -3.31373 0.52591 -0.32761  -0.079
O: -2.53314 -0.00676 -0.15371  -0.413

Cartesian forces (eV/Å) of the 2 atoms listed first:
-0.1 -0.4 -0.1
-0.2 0.2 -0.1

---

In eV, the E values for the records above are, in order, -21774.1576; -21770.4503.